Here is 6 unconnected molecules or ions with the total composition C6H18N6O12 from the Open Molecules 2025 dataset. Energies are from ωB97M-V/def2-TZVPD.

E	-1470.25468	Eh
2S+1	1
energy above the lowest of the compared OMol25 structures with the same formula, charge and spin	1.1	kcal/mol
E_HOMO	-10.40	eV
frontier orbital gap	9.961	eV

Bonds (Å) are listed after each position.
Cartesian coordinates (Å):
1 H -2.390 5.210 -3.116  C3 1.086
2 H -0.538 1.893 -0.330  C20 1.085
3 C -2.873 4.916 -2.189  H1 1.086, H14 1.084, H21 1.083, N35 1.492
4 H -0.606 0.234 -0.926  C20 1.083
5 C -1.413 -2.450 2.445  H19 1.085, H24 1.089, H29 1.084, N34 1.476
6 O -0.298 0.673 2.177  N27 1.221
7 H 3.111 1.064 1.892  C36 1.085
8 O 2.774 -3.094 -1.583  N37 1.216
9 H 3.397 -1.679 0.277  C32 1.083
10 C -2.667 0.125 -4.679  H15 1.081, H23 1.086, N31 1.485, H41 1.088
11 O -1.025 1.004 -3.303  N31 1.210
12 H 2.022 -2.538 1.003  C32 1.089
13 O -3.016 0.835 -2.508  N31 1.216
14 H -3.633 4.169 -2.390  C3 1.084
15 H -3.343 -0.696 -4.481  C10 1.081
16 O -0.678 4.344 -1.639  N35 1.216
17 O 0.052 -3.635 1.123  N34 1.220
18 H 2.152 0.929 3.414  C36 1.081
19 H -0.874 -1.987 3.265  C5 1.085
20 C -0.806 0.873 -0.075  H2 1.085, H4 1.083, N27 1.485, H42 1.081
21 H -3.242 5.790 -1.666  C3 1.083
22 O 1.147 -0.049 0.756  N27 1.209
23 H -1.799 -0.195 -5.247  C10 1.086
24 H -2.436 -2.637 2.766  C5 1.089
25 O 4.915 -0.559 3.194  N33 1.212
26 O -2.257 3.699 -0.334  N35 1.210
27 N 0.083 0.451 1.037  O6 1.221, C20 1.485, O22 1.209
28 O 3.132 -4.754 -0.251  N37 1.212
29 H -1.486 -1.801 1.580  C5 1.084
30 H 3.660 -3.039 1.451  C32 1.082
31 N -2.193 0.698 -3.393  C10 1.485, O11 1.210, O13 1.216
32 C 3.050 -2.632 0.656  H9 1.083, H12 1.089, H30 1.082, N37 1.483
33 N 3.711 -0.434 3.245  O25 1.212, C36 1.483, O39 1.218
34 N -0.720 -3.697 2.066  C5 1.476, O17 1.220, O40 1.208
35 N -1.848 4.270 -1.318  C3 1.492, O16 1.216, O26 1.210
36 C 3.134 0.903 2.964  H7 1.085, H18 1.081, N33 1.483, H38 1.088
37 N 3.002 -3.573 -0.489  O8 1.216, O28 1.212, C32 1.483
38 H 3.803 1.658 3.375  C36 1.088
39 O 2.926 -1.329 3.502  N33 1.218
40 O -0.951 -4.686 2.721  N34 1.208
41 H -3.142 0.928 -5.238  C10 1.088
42 H -1.836 0.801 0.249  C20 1.081

Here is C2F3P in the gas phase from the Open Molecules 2025 dataset. Energies are from ωB97M-V/def2-TZVPD.

E	-717.08088	Eh
2S+1	1
energy above the lowest of the compared OMol25 structures with the same formula, charge and spin	7.6	kcal/mol
E_HOMO	-10.20	eV
frontier orbital gap	10.602	eV

Bonds (Å) are listed after each position.
Cartesian coordinates (Å):
1 C -0.422 0.650 -0.071  F2 1.340, C5 1.419, P6 1.788
2 F -1.192 1.742 0.040  C1 1.340
3 F 1.970 0.002 0.747  P6 1.683
4 F -1.142 -1.734 0.184  C5 1.296
5 C -0.366 -0.763 -0.179  C1 1.419, F4 1.296, P6 1.829
6 P 1.152 0.103 -0.721  C1 1.788, F3 1.683, C5 1.829

Here is C6H8N2 in the gas phase from the Open Molecules 2025 dataset. Energies are from ωB97M-V/def2-TZVPD.

E	-342.83350	Eh
2S+1	1
energy above the lowest of the compared OMol25 structures with the same formula, charge and spin	63.0	kcal/mol
E_HOMO	-8.18	eV
frontier orbital gap	9.007	eV

Bonds (Å) are listed after each position.
Cartesian coordinates (Å):
1 C -1.485 1.602 0.188  H2 1.086, H5 1.056, C7 1.335
2 H -0.755 2.404 0.128  C1 1.086
3 C -1.935 -0.981 -0.117  C7 1.464, H9 1.016, H13 1.119, H16 1.049
4 N 1.086 1.168 -0.275  C11 1.273, C15 1.386
5 H -2.472 1.923 -0.002  C1 1.056
6 C 2.371 -0.579 0.117  H8 1.237, N10 1.494, C15 1.404
7 C -1.244 0.305 -0.017  C1 1.335, C3 1.464, C11 1.498
8 H 3.266 -1.129 0.770  C6 1.237
9 H -1.686 -1.687 -0.805  C3 1.016
10 N 0.959 -1.023 -0.085  C6 1.494, C11 1.443, H12 1.009
11 C 0.238 0.220 -0.221  N4 1.273, C7 1.498, N10 1.443
12 H 0.759 -2.007 -0.189  N10 1.009
13 H -3.042 -0.839 -0.042  C3 1.119
14 H 3.324 1.428 -0.055  C15 1.103
15 C 2.414 0.807 -0.105  N4 1.386, C6 1.404, H14 1.103
16 H -1.798 -1.611 0.710  C3 1.049